1.
14
Properties=species:S:1:pos:R:3:lowdin_charge:R:1 method="wB97M-V/def2-TZVPD" total_charge=0 lumo_ev=0.46 e_tot_ev=-8369.736 relative_energy_kj_mol=342.1 smiles="O=C1C[C@H]1O.C"
O -1.1605 -1.7272 -0.3974 0.098
C -0.5623 -0.8905 0.2260 -0.417
C 0.4868 -0.6871 1.2318 0.010
C -0.7152 0.2852 1.1261 -0.268
O -0.3615 1.6159 0.9109 -0.016
H 0.5415 -1.4356 2.0143 0.114
H 1.4299 -0.2020 0.9793 0.123
H -1.5564 0.1337 1.7999 0.151
H -1.1347 2.0870 0.5733 0.111
C 0.7104 0.2572 -1.7508 -0.019
H 1.7413 -0.0936 -1.6721 0.045
H 0.5421 1.0776 -1.0451 0.028
H 0.4445 0.5769 -2.7521 0.035
H 0.0592 -0.5918 -1.5756 0.005

---

2.
13
Properties=species:S:1:pos:R:3:lowdin_charge:R:1 method="wB97M-V/def2-TZVPD" total_charge=0 lumo_ev=-0.05 e_tot_ev=-16583.561 relative_energy_kj_mol=325.2 smiles="S=C1CCNC1"
S 1.8944 0.2093 0.7685 0.693
C 0.3829 0.0572 0.1656 -0.817
C -0.8256 0.2354 0.9798 -0.228
C -1.9554 -0.2372 -0.0554 -0.227
N -1.2112 0.3069 -1.3277 -0.083
C 0.1549 -0.5713 -1.2509 -0.141
H -1.1468 1.1894 1.4019 0.114
H -0.7059 -0.6411 1.7552 0.143
H -2.1215 -1.3266 0.0180 0.082
H -3.1063 0.0509 0.1357 0.136
H -2.0421 0.1833 -2.0295 0.124
H 0.5423 -0.1841 -2.1776 0.094
H 0.2071 -1.6731 -1.1399 0.112

---

3.
47
Properties=species:S:1:pos:R:3:lowdin_charge:R:1 method="wB97M-V/def2-TZVPD" total_charge=0 lumo_ev=0.28 e_tot_ev=-46223.108 relative_energy_kj_mol=28.3 smiles="CC(C)Cn1c(N)c(C(=O)COC(=O)c2ccccc2Cl)c(=O)n(C)c1=O"
C -4.2983 -3.0547 0.6686 -0.071
C -3.2062 -1.9879 0.6544 -0.401
C -1.8300 -2.6160 0.4456 -0.049
C -3.5191 -0.9821 -0.4671 -0.115
N -2.4485 -0.0221 -0.6905 0.072
C -2.1991 0.9831 0.1953 -0.220
N -3.0625 1.2295 1.1819 0.227
C -1.0426 1.7589 0.0598 -0.030
C -0.5901 2.5177 1.2089 -0.329
O -1.3279 2.9392 2.0907 0.059
C 0.9145 2.7212 1.3402 -0.049
O 1.6773 1.5636 1.0131 -0.037
C 1.2159 0.3849 1.4061 -0.447
O 0.1996 0.2374 2.0520 0.118
C 2.0463 -0.7704 0.9740 -0.126
C 1.8477 -1.9611 1.6768 -0.020
C 2.5368 -3.1098 1.3511 -0.069
C 3.4386 -3.0884 0.2975 -0.069
C 3.6401 -1.9248 -0.4198 -0.101
C 2.9532 -0.7621 -0.0892 -0.568
Cl 3.2342 0.6391 -1.0458 0.807
C -0.2380 1.6619 -1.1324 -0.385
O 0.6764 2.4022 -1.4356 0.044
N -0.6222 0.6365 -2.0091 0.044
C 0.1594 0.4381 -3.2178 -0.006
C -1.6417 -0.2464 -1.8073 -0.438
O -1.8628 -1.1605 -2.5702 0.092
H -4.1370 -3.7490 1.4890 0.079
H -4.2884 -3.6151 -0.2630 0.086
H -5.2813 -2.6041 0.7894 0.078
H -3.1998 -1.4821 1.6266 0.125
H -1.7410 -3.0136 -0.5624 0.087
H -1.0416 -1.8821 0.6019 0.064
H -1.6775 -3.4258 1.1547 0.083
H -3.6237 -1.5305 -1.4067 0.130
H -4.4530 -0.4466 -0.2740 0.132
H -3.7352 0.5414 1.4691 0.102
H -2.7257 1.9256 1.8564 0.096
H 1.2523 3.4916 0.6432 0.142
H 1.1233 3.0201 2.3732 0.147
H 1.1358 -1.9495 2.4886 0.121
H 2.3730 -4.0172 1.9112 0.105
H 3.9839 -3.9810 0.0308 0.108
H 4.3328 -1.9017 -1.2459 0.103
H -0.4967 0.4617 -4.0869 0.098
H 0.8904 1.2414 -3.2688 0.083
H 0.6612 -0.5290 -3.1807 0.098

---

4.
14
Properties=species:S:1:pos:R:3:lowdin_charge:R:1 method="wB97M-V/def2-TZVPD" total_charge=0 lumo_ev=0.78 e_tot_ev=-8372.027 relative_energy_kj_mol=121.1 smiles="C[C@H](C=O)CO"
C 0.6802 1.3918 -0.0800 -0.059
C 0.1361 0.0390 0.3795 -0.323
C 1.2627 -0.9289 0.6822 -0.233
O 2.3625 -0.5941 1.0440 0.061
C -0.9144 -0.5723 -0.5465 -0.249
O -2.1880 -0.2042 -0.0477 -0.060
H 1.3344 1.8306 0.6782 0.080
H -0.1348 2.0903 -0.2918 0.085
H 1.2754 1.2689 -0.9922 0.088
H -0.3859 0.1542 1.3421 0.156
H 1.0037 -2.0090 0.5833 0.124
H -0.7604 -0.2071 -1.5741 0.126
H -0.8021 -1.6706 -0.5651 0.113
H -2.8694 -0.5887 -0.6120 0.090

---

5.
71
Properties=species:S:1:pos:R:3:lowdin_charge:R:1 method="wB97M-V/def2-TZVPD" total_charge=+2 lumo_ev="-7.95 / -7.95" e_tot_ev=-43209.192 relative_energy_kj_mol=0.0
N 1.0238 -1.8682 -1.2182 -0.063
C 0.5500 -2.0934 -2.3155 -0.514
O 0.2775 -2.6759 -3.3509 -0.072
Cs 2.2722 -4.4701 -2.7570 1.172
Nb 1.4300 -0.8034 0.4285 1.920
N 2.8373 0.1726 -0.5232 -0.245
N 1.8085 -2.2854 1.7176 -0.220
C 3.3257 0.5425 -1.8708 -0.623
C 1.0400 -3.3235 2.4438 -0.640
C 3.8566 -0.7248 -2.5340 -0.038
C 4.4166 1.6188 -1.7961 -0.029
C 2.1385 1.0928 -2.6632 -0.030
C 1.9286 -4.2572 3.2711 -0.052
C 0.1028 -2.6287 3.4287 -0.027
C 0.2655 -4.1809 1.4518 -0.046
H 4.6588 -1.1675 -1.9261 0.097
H 4.2694 -0.4799 -3.5228 0.109
H 3.0628 -1.4785 -2.6685 0.017
H 4.0300 2.5407 -1.3369 0.097
H 4.7246 1.8591 -2.8254 0.110
H 5.2980 1.2526 -1.2508 0.099
H 1.3838 0.3233 -2.8747 0.066
H 2.5047 1.4869 -3.6224 0.108
H 1.6403 1.9039 -2.1153 0.076
H 2.7074 -4.7145 2.6555 0.096
H 1.3051 -5.0650 3.6847 0.110
H 2.3911 -3.7415 4.1194 0.091
H 0.6799 -1.9922 4.1112 0.092
H -0.4402 -3.3781 4.0198 0.111
H -0.6483 -2.0321 2.9013 0.062
H -0.4966 -3.5893 0.9287 0.050
H -0.2469 -4.9860 2.0074 0.109
H 0.9513 -4.6565 0.7322 0.075
C 3.0449 -1.8285 2.3980 -0.140
H 3.7712 -1.4516 1.6600 0.068
H 2.8826 -1.0553 3.1705 0.101
H 3.5121 -2.6767 2.9156 0.084
C 3.3896 0.8787 0.6711 -0.129
H 3.4288 1.9685 0.5123 0.108
H 2.7368 0.6997 1.5639 0.066
H 4.4108 0.5240 0.9031 0.105
O -1.6442 -1.8674 0.9012 0.033
C -1.6390 -0.6704 0.6176 -0.520
N -2.7047 0.1933 0.6023 0.185
C -2.4362 1.3951 -0.1551 -0.288
C -0.9199 1.2747 -0.3163 -0.404
O -0.1445 2.1198 -0.7651 0.090
N -0.5202 0.0703 0.2135 0.001
C -3.2335 1.2805 -1.4546 -0.163
C -2.6131 1.1274 -2.6904 -0.018
C -3.4040 0.9469 -3.8377 -0.059
C -4.7952 0.9143 -3.7409 -0.064
C -5.4111 1.0544 -2.4928 -0.049
C -4.6319 1.2470 -1.3476 -0.039
C -2.7283 2.6174 0.6820 -0.163
C -3.4566 3.7067 0.1921 -0.005
C -3.7181 4.7853 1.0466 -0.049
C -3.2229 4.7880 2.3508 -0.063
C -2.4696 3.7052 2.8196 -0.058
C -2.2177 2.6177 1.9781 -0.033
H -3.6256 -0.1628 0.8312 0.180
H -1.5217 1.1684 -2.7585 0.106
H -2.9108 0.8416 -4.8040 0.110
H -5.4105 0.7792 -4.6343 0.116
H -6.4960 1.0286 -2.3847 0.117
H -5.1091 1.3788 -0.3697 0.130
H -3.8167 3.6978 -0.8394 0.124
H -4.3088 5.6179 0.6657 0.115
H -3.4175 5.6377 3.0079 0.115
H -2.0648 3.6875 3.8303 0.109
H -1.6332 1.7600 2.3279 0.113

---

6.
27
Properties=species:S:1:pos:R:3:lowdin_charge:R:1 method="wB97M-V/def2-TZVPD" total_charge=+1 lumo_ev=-3.61 e_tot_ev=-18950.282 relative_energy_kj_mol=103.7
C -3.4611 1.5890 -0.0127 -0.052
C -3.2863 0.3940 0.6484 -0.072
C -2.4292 2.3137 -0.5814 -0.062
C -2.0333 -0.1806 0.6776 -0.111
C -1.1567 1.7951 -0.5170 -0.097
C -0.9318 0.5009 0.0955 -0.320
C 2.1635 2.3914 0.4538 -0.182
C 2.1651 1.0967 -0.3622 -0.361
C 0.9947 -2.8066 -0.8704 -0.177
N 1.2872 -3.8823 0.1476 0.072
Si 0.8108 -0.1593 0.2693 0.944
H -4.4305 1.9558 -0.0262 0.094
H -4.0894 -0.2132 0.9468 0.101
H -2.3567 3.3250 -1.0276 0.130
H -2.0697 -1.2449 0.9476 0.108
H -0.2387 2.3617 -0.8333 0.107
H 2.5707 3.2275 -0.0523 0.059
H 1.1160 2.6946 0.8438 0.083
H 2.6896 2.4157 1.4259 0.082
H 3.1817 0.6152 -0.1289 0.087
H 2.2646 1.0864 -1.4339 0.057
H 1.7902 -2.8712 -1.7060 0.059
H 0.0374 -2.9939 -1.3932 0.033
H 0.5894 -3.7353 0.8116 0.108
H 2.3000 -3.8882 0.3554 0.169
H 1.2112 -4.8471 -0.2218 0.163
H 1.3111 -0.9402 1.5436 -0.021